169
Properties=species:S:1:pos:R:3:forces:R:3 method="wB97M-V/def2-TZVPD" lumo_energy_ev=-1.0 largest_force_ev_per_a=1.262 mol_weight_g_mol=1498.38 total_charge=0 spin_multiplicity=1 homo_ev=-9.1
N -11.096 -2.947 2.274 0.14 0.52 -0.20
C -11.510 -1.573 1.889 -0.26 -0.81 0.33
C -11.288 -1.349 0.410 0.19 0.09 0.15
C -9.891 -0.823 0.105 -0.47 0.01 -0.15
C -9.623 -0.739 -1.399 0.16 0.27 0.31
C -8.167 -1.045 -1.779 -0.70 0.22 0.01
C -7.895 -2.439 -2.203 0.04 -0.78 -0.08
C -6.703 -3.023 -2.368 0.32 0.75 0.37
C -5.400 -2.306 -2.166 -0.12 -1.03 -0.18
C -4.253 -3.253 -1.789 -0.15 0.54 0.00
C -2.894 -2.643 -2.116 -0.43 -0.74 0.20
F -2.526 -3.022 -3.361 0.02 0.21 -0.38
F -2.969 -1.297 -2.095 -0.22 -0.02 -0.25
C -1.755 -3.160 -1.183 -0.19 -0.42 0.02
F -2.121 -4.421 -0.829 0.15 0.20 -0.02
F -0.582 -3.281 -1.837 -0.21 0.12 0.20
C -1.569 -2.354 0.143 0.06 -0.69 0.41
F -2.743 -1.801 0.506 0.31 -0.03 -0.10
F -1.255 -3.260 1.112 -0.09 0.16 -0.30
C -0.384 -1.346 0.252 0.49 0.38 0.74
F 0.770 -2.019 0.057 -0.77 0.36 0.02
F -0.403 -0.921 1.539 -0.03 -0.16 -0.69
S -0.416 0.190 -0.871 0.81 0.42 0.22
F -0.141 1.171 0.338 -0.13 -0.09 0.01
F 1.144 0.098 -1.102 0.06 -0.10 -0.05
F -0.659 -0.759 -2.101 0.29 -0.13 -0.26
F -1.957 0.344 -0.630 -0.27 0.13 0.23
F -0.468 1.417 -1.849 -0.02 0.14 -0.01
C -6.891 -4.434 -2.776 0.49 -0.60 -0.33
O -6.083 -5.246 -3.152 -0.94 0.68 0.49
O -8.239 -4.695 -2.696 0.03 -0.10 -0.44
C -8.910 -3.486 -2.535 -1.02 -0.22 -0.22
O -10.095 -3.428 -2.713 1.06 -0.05 0.32
H -10.315 -3.203 1.683 0.12 -0.20 0.01
H -10.730 -2.917 3.215 -0.03 -0.16 0.16
H -12.566 -1.497 2.124 -0.25 0.14 0.03
H -10.997 -0.835 2.503 0.12 0.32 -0.08
H -12.029 -0.653 0.028 -0.13 0.17 -0.15
H -11.440 -2.291 -0.109 -0.14 -0.21 -0.13
H -9.836 0.168 0.546 0.33 0.19 0.16
H -9.155 -1.444 0.611 0.21 -0.16 0.04
H -10.321 -1.387 -1.905 -0.01 -0.20 -0.29
H -9.848 0.265 -1.737 -0.09 0.23 -0.06
H -7.854 -0.354 -2.555 0.20 0.01 -0.31
H -7.547 -0.820 -0.916 0.31 0.05 0.14
H -5.558 -1.619 -1.349 0.08 0.56 0.00
H -5.182 -1.764 -3.079 0.13 0.29 -0.13
H -4.354 -4.185 -2.323 0.23 -0.26 -0.09
H -4.344 -3.457 -0.731 0.17 -0.15 0.24
F -1.013 5.696 3.512 -0.01 0.00 0.00
C 0.140 5.239 2.981 0.14 -0.06 -0.06
C 0.102 4.149 2.135 -0.17 -0.12 -0.06
C 1.290 3.684 1.590 0.11 0.26 0.18
C 2.493 4.305 1.901 -0.07 -0.02 -0.07
C 2.506 5.398 2.756 -0.05 -0.07 -0.04
C 1.322 5.875 3.301 0.02 0.13 0.11
H -0.845 3.675 1.912 -0.01 0.02 0.02
H 1.279 2.839 0.923 0.01 -0.07 -0.06
H 3.416 3.942 1.478 -0.07 0.00 0.01
H 3.443 5.881 3.002 0.01 0.02 0.00
H 1.310 6.729 3.965 -0.03 -0.01 0.01
F 0.745 -0.173 -8.597 0.02 0.02 -0.03
C 0.619 -0.854 -7.438 -0.02 -0.12 0.19
C -0.452 -0.578 -6.611 -0.09 0.11 -0.06
C -0.573 -1.286 -5.425 0.05 0.00 0.00
C 0.371 -2.242 -5.081 -0.01 -0.05 0.09
C 1.441 -2.501 -5.925 -0.14 0.14 0.05
C 1.566 -1.805 -7.118 0.10 -0.05 -0.10
H -1.172 0.177 -6.896 0.01 0.00 -0.03
H -1.406 -1.091 -4.763 -0.02 0.03 -0.02
H 0.271 -2.784 -4.149 0.00 0.02 0.00
H 2.176 -3.242 -5.654 0.06 -0.03 -0.05
H 2.386 -1.998 -7.794 0.01 -0.02 0.00
F 5.515 3.713 1.698 0.19 -0.04 0.01
C 6.475 4.618 1.398 0.15 0.15 -0.06
C 7.361 5.003 2.381 -0.02 -0.11 0.24
C 8.346 5.928 2.068 -0.05 0.01 -0.13
C 8.426 6.460 0.788 -0.07 -0.04 0.09
C 7.518 6.059 -0.183 0.04 -0.01 0.14
C 6.534 5.128 0.117 -0.13 -0.05 -0.15
H 7.282 4.581 3.375 0.01 -0.02 -0.02
H 9.054 6.233 2.827 0.00 -0.01 0.03
H 9.192 7.179 0.551 0.06 0.04 -0.03
H 7.575 6.470 -1.181 0.00 -0.01 -0.04
H 5.823 4.798 -0.628 -0.01 0.00 0.02
F 2.929 -5.420 -5.870 0.05 -0.07 -0.01
C 2.785 -6.088 -4.705 -0.05 -0.08 0.16
C 1.695 -5.806 -3.907 -0.12 0.13 -0.05
C 1.547 -6.492 -2.711 0.09 -0.05 -0.01
C 2.487 -7.440 -2.330 -0.01 -0.03 0.04
C 3.576 -7.705 -3.149 -0.10 0.06 0.02
C 3.729 -7.028 -4.350 0.16 -0.03 -0.10
H 0.975 -5.062 -4.222 -0.01 -0.02 -0.04
H 0.695 -6.288 -2.077 -0.02 0.03 0.00
H 2.370 -7.972 -1.395 0.00 -0.01 0.01
H 4.311 -8.441 -2.852 0.01 -0.02 -0.01
H 4.567 -7.224 -5.005 -0.01 0.03 -0.01
F -0.891 -4.869 5.527 -0.03 -0.02 0.00
C 0.169 -4.077 5.280 0.15 0.11 -0.02
C 1.071 -3.827 6.294 -0.01 -0.05 0.17
C 2.160 -3.008 6.032 -0.05 0.02 -0.11
C 2.328 -2.448 4.773 0.04 0.04 0.01
C 1.406 -2.710 3.769 0.05 -0.04 0.12
C 0.317 -3.532 4.021 -0.05 -0.10 -0.16
H 0.919 -4.268 7.269 -0.02 -0.02 -0.01
H 2.879 -2.806 6.814 0.00 0.00 0.03
H 3.177 -1.807 4.574 0.00 0.01 0.00
H 1.533 -2.273 2.789 0.00 -0.01 -0.03
H -0.409 -3.754 3.253 -0.03 -0.02 0.02
F 10.723 7.688 -1.084 0.02 0.04 -0.08
C 10.546 8.830 -1.784 0.02 0.15 -0.08
C 11.564 9.762 -1.804 0.16 -0.02 0.09
C 11.384 10.933 -2.524 -0.11 -0.03 -0.03
C 10.194 11.160 -3.203 0.00 0.05 -0.03
C 9.183 10.210 -3.166 0.09 0.04 0.02
C 9.358 9.032 -2.454 -0.12 -0.12 0.02
H 12.481 9.568 -1.263 -0.01 -0.03 0.00
H 12.174 11.671 -2.554 0.02 0.00 0.02
H 10.056 12.076 -3.760 0.00 0.01 0.00
H 8.255 10.386 -3.691 -0.02 -0.02 -0.01
H 8.584 8.277 -2.419 0.00 -0.02 0.02
F 7.622 -1.889 -9.220 0.02 -0.02 -0.01
C 6.740 -0.969 -8.782 -0.12 0.12 0.06
C 7.205 0.115 -8.065 0.17 0.03 0.04
C 6.294 1.061 -7.618 -0.09 -0.07 -0.04
C 4.941 0.910 -7.887 -0.02 0.05 0.04
C 4.496 -0.190 -8.607 0.11 0.07 0.01
C 5.400 -1.138 -9.064 -0.07 -0.14 -0.08
H 8.263 0.210 -7.862 0.00 -0.02 -0.02
H 6.643 1.919 -7.060 0.02 0.00 0.02
H 4.233 1.647 -7.534 -0.01 0.00 0.00
H 3.443 -0.307 -8.816 -0.03 0.04 -0.06
H 5.075 -1.999 -9.634 0.03 -0.01 0.00
F -5.442 -1.060 4.557 -0.02 0.00 -0.01
C -4.230 -0.709 5.037 0.16 0.04 0.06
C -3.102 -1.290 4.495 0.00 -0.13 -0.16
C -1.858 -0.923 4.987 -0.08 0.13 0.06
C -1.759 0.007 6.013 0.03 0.02 0.02
C -2.908 0.576 6.545 0.05 -0.07 -0.07
C -4.156 0.221 6.054 -0.14 0.08 0.08
H -3.201 -2.018 3.701 -0.02 0.01 0.01
H -0.966 -1.364 4.567 0.04 -0.01 0.00
H -0.787 0.288 6.395 0.01 0.00 0.00
H -2.834 1.299 7.346 -0.02 0.02 0.00
H -5.063 0.658 6.450 -0.01 -0.02 -0.01
F 9.232 3.688 4.891 -0.04 0.03 0.04
C 10.387 3.260 4.338 0.16 -0.06 -0.11
C 10.354 2.187 3.471 -0.17 -0.09 -0.05
C 11.541 1.755 2.900 0.06 0.08 0.06
C 12.736 2.391 3.206 0.04 -0.02 -0.03
C 12.744 3.467 4.083 -0.05 -0.08 -0.06
C 11.561 3.912 4.654 0.00 0.15 0.11
H 9.412 1.704 3.250 -0.01 0.03 0.01
H 11.532 0.920 2.214 -0.02 -0.02 0.00
H 13.660 2.049 2.760 0.01 0.00 0.00
H 13.675 3.962 4.325 0.00 0.02 0.01
H 11.544 4.752 5.335 -0.02 -0.01 0.01
F -11.996 -1.549 4.944 0.04 0.02 0.03
C -12.865 -2.432 5.482 -0.13 -0.13 0.06
C -14.207 -2.312 5.187 -0.07 0.14 -0.12
C -15.095 -3.223 5.738 0.09 -0.05 0.06
C -14.634 -4.231 6.574 -0.04 -0.03 0.02
C -13.279 -4.330 6.858 -0.08 0.04 -0.05
C -12.382 -3.427 6.307 0.18 -0.01 0.04
H -14.545 -1.516 4.537 0.03 0.00 -0.01
H -16.150 -3.147 5.512 -0.01 0.02 -0.01
H -15.330 -4.938 7.003 0.00 -0.01 0.00
H -12.918 -5.112 7.512 0.02 -0.01 0.00
H -11.321 -3.490 6.510 0.00 0.03 0.00